1.
# C48H66IrN3OP2

A molecular structure, C48H66IrN3OP2 (ωB97M-V/def2-TZVPD, the Open Molecules 2025 dataset).

XYZ file:
```
121
Properties=species:S:1:pos:R:3:forces:R:3
Ir 0.0695 0.7205 0.9438 -0.058 0.696 -1.493
N 4.5072 8.1013 -4.8337 -0.055 -0.039 0.011
C 3.9540 7.3119 -4.2096 0.127 0.220 -0.171
C 3.2938 6.3226 -3.4125 -0.071 -0.190 0.191
C 3.4477 6.3484 -2.0267 -0.021 -0.023 -0.057
C 2.8474 5.3730 -1.2508 -0.031 -0.062 0.037
C 2.1103 4.3571 -1.8523 0.048 0.130 -0.078
C 1.9479 4.3433 -3.2335 -0.066 -0.119 0.062
C 2.5292 5.3262 -4.0154 0.053 0.041 0.035
C 1.5134 3.2879 -1.0011 -0.074 -0.012 0.059
C 0.2722 3.5459 -0.4302 0.126 0.403 -0.059
C -0.5038 4.7161 -0.6283 0.072 -0.225 0.155
C -1.6656 4.5704 0.1021 -0.028 -0.153 0.061
C -1.5794 3.3221 0.7324 -0.320 0.134 0.033
N -0.4350 2.7084 0.4210 0.795 -1.626 1.142
C 2.2701 2.1380 -0.8091 0.227 0.276 -0.176
C 3.5709 1.9067 -1.3236 -0.234 -0.048 0.158
C 4.0245 0.7209 -0.7839 -0.195 -0.111 0.175
C 2.9929 0.2410 0.0342 0.487 -0.279 -0.108
N 1.9414 1.0618 0.0094 -1.875 -0.206 1.464
H 4.0449 7.1226 -1.5659 -0.017 0.028 -0.011
H 2.9573 5.3948 -0.1739 0.036 -0.010 0.004
H 1.3628 3.5597 -3.6970 0.011 -0.022 -0.040
H 2.4034 5.3157 -5.0888 0.019 0.018 -0.012
H -0.2062 5.5530 -1.2373 -0.026 0.000 -0.066
H -2.4853 5.2620 0.1947 -0.011 0.012 -0.030
H -2.3093 2.8681 1.3870 0.063 0.058 0.001
H 4.0889 2.5544 -2.0109 -0.007 0.063 0.020
H 4.9806 0.2445 -0.9183 -0.002 -0.008 -0.076
H 3.0140 -0.6616 0.6243 -0.061 0.112 -0.021
C -0.6310 0.9657 5.9731 -0.001 -0.179 -0.061
C -0.1083 1.5881 4.6791 0.175 0.244 -0.638
C 1.2540 2.2458 4.9047 0.002 -0.042 -0.046
C -1.1076 2.6254 4.1567 0.043 -0.030 -0.091
P 0.0458 0.2691 3.3354 0.383 0.254 -0.123
C -1.5814 -0.5284 3.3533 0.121 0.178 -0.470
C -2.5206 0.0582 2.4985 0.341 -0.193 0.026
C -3.8499 -0.3224 2.5353 -0.184 0.025 -0.184
C -4.2540 -1.3140 3.4170 0.085 0.041 0.031
C -3.3183 -1.9481 4.2244 0.033 0.027 0.025
C -1.9885 -1.5597 4.1968 0.013 -0.042 0.008
C 1.4224 -0.9699 3.6573 -0.010 0.124 -0.573
C 2.7513 -0.2759 3.3170 -0.076 0.152 0.007
C 1.5227 -1.5641 5.0607 -0.153 0.151 0.063
C 1.1383 -2.0713 2.6192 -0.123 0.151 0.062
H -0.7890 1.7674 6.6963 0.030 0.058 -0.038
H 0.0776 0.2669 6.4104 0.004 -0.031 0.043
H -1.5826 0.4580 5.8296 -0.058 0.040 0.044
H 1.1279 3.1086 5.5598 -0.040 0.020 -0.013
H 1.6964 2.5930 3.9689 0.031 0.043 0.020
H 1.9468 1.5670 5.3981 0.037 0.015 0.008
H -1.1903 3.4381 4.8791 0.026 -0.011 0.039
H -2.1015 2.1943 4.0306 -0.026 0.039 0.000
H -0.7763 3.0518 3.2067 0.002 0.033 0.103
H -2.1980 0.8334 1.7941 -0.133 0.132 0.051
H -4.5741 0.1570 1.8902 0.014 -0.010 -0.033
H -5.2957 -1.5988 3.4730 -0.010 -0.003 -0.034
H -3.6229 -2.7427 4.8919 -0.026 0.008 0.004
H -1.2852 -2.0578 4.8448 0.021 -0.002 0.062
H 3.0816 0.3794 4.1182 0.019 -0.009 0.019
H 2.6752 0.3238 2.4092 0.074 -0.026 0.163
H 3.5261 -1.0311 3.1743 -0.020 -0.043 -0.016
H 1.8551 -0.8263 5.7884 0.010 0.005 0.019
H 2.2719 -2.3579 5.0377 0.021 0.009 -0.052
H 0.5947 -2.0028 5.4140 -0.018 -0.060 0.039
H 0.9394 -1.6322 1.6304 0.067 -0.231 -0.032
H 0.2627 -2.6597 2.8941 -0.013 -0.040 -0.075
H 1.9937 -2.7418 2.5275 0.045 0.026 0.028
O -0.8344 -1.0430 -0.1931 0.425 0.507 1.024
P -0.9955 -1.6490 -1.5850 -0.096 -0.890 -1.146
C 0.6829 -1.9167 -2.3187 -0.432 0.288 0.286
C 0.7515 -2.8066 -3.5809 -0.012 -0.196 -0.088
C 1.3736 -4.1710 -3.2840 0.102 0.113 -0.006
C 2.8252 -4.0093 -2.8082 -0.116 0.049 -0.033
C 2.9821 -2.7814 -1.8888 -0.126 -0.090 0.054
C 1.6430 -2.4378 -1.2393 0.160 -0.004 -0.050
C -2.1026 -0.5626 -2.5827 0.124 -0.002 0.402
C -2.2126 -0.9012 -4.0748 0.202 -0.077 -0.093
C -1.0932 -0.2882 -4.9193 -0.181 0.142 0.035
C -0.9905 1.2157 -4.6792 0.193 -0.143 0.055
C -0.7415 1.5116 -3.2034 -0.235 0.052 -0.028
C -1.8636 0.9333 -2.3459 0.270 -0.016 0.007
C -1.8188 -3.3123 -1.5769 0.243 0.544 -0.065
C -3.3481 -3.2655 -1.5186 -0.106 0.002 0.128
C -3.8593 -2.7834 -0.1616 0.068 -0.024 -0.007
C -3.1451 -3.5094 1.0003 0.001 -0.056 -0.056
C -2.3323 -4.7010 0.5054 -0.008 0.151 -0.014
C -1.2453 -4.2162 -0.4528 -0.033 -0.096 0.098
H 1.0074 -0.9002 -2.5740 0.051 -0.032 -0.015
H 1.3843 -2.3166 -4.3246 -0.082 0.063 -0.014
H -0.2282 -2.9378 -4.0423 0.041 0.057 -0.056
H 1.3463 -4.7800 -4.1874 -0.039 -0.049 0.038
H 0.7854 -4.6952 -2.5272 -0.030 -0.038 -0.038
H 3.4784 -3.8990 -3.6748 0.028 -0.052 0.021
H 3.1338 -4.9159 -2.2868 0.046 0.010 -0.012
H 3.3271 -1.9163 -2.4624 0.055 0.009 0.039
H 3.7258 -2.9830 -1.1161 0.075 0.054 -0.044
H 1.7626 -1.6783 -0.4694 -0.127 -0.187 -0.075
H 1.2521 -3.3361 -0.7621 -0.017 0.020 0.059
H -3.0612 -0.7903 -2.1044 0.022 -0.040 -0.023
H -3.1633 -0.4990 -4.4360 -0.043 -0.061 0.051
H -2.2491 -1.9836 -4.2229 -0.103 0.019 -0.035
H -1.3080 -0.4768 -5.9719 0.078 -0.077 0.002
H -0.1356 -0.7586 -4.6906 -0.009 0.040 -0.055
H -1.9230 1.6952 -4.9905 0.026 0.060 -0.017
H -0.1859 1.6315 -5.2885 -0.053 0.045 -0.039
H -0.7018 2.5907 -3.0425 0.071 0.012 0.049
H 0.2220 1.0943 -2.8859 0.058 0.051 -0.069
H -2.7908 1.4643 -2.5791 -0.015 -0.019 0.028
H -1.6552 1.1026 -1.2855 -0.151 0.075 -0.016
H -1.5413 -3.7102 -2.5576 0.048 -0.073 0.053
H -3.7017 -4.2842 -1.6881 -0.018 0.030 -0.083
H -3.7674 -2.6670 -2.3274 0.010 -0.048 -0.031
H -4.9362 -2.9497 -0.1135 -0.004 0.045 -0.005
H -3.6964 -1.7042 -0.0720 -0.064 -0.003 0.010
H -3.8686 -3.8422 1.7441 0.002 0.069 0.049
H -2.4562 -2.8160 1.4933 -0.018 0.013 0.069
H -2.9816 -5.4245 0.0103 0.012 -0.069 0.063
H -1.8655 -5.2128 1.3481 -0.007 -0.052 -0.027
H -0.7319 -5.0741 -0.8888 0.084 0.063 -0.001
H -0.5194 -3.6559 0.1417 0.012 -0.068 0.028
```
Positions in Å, forces in eV/Å.

Summary:
- LUMO (alpha / beta) (hartree) = -0.284 / -0.284
- charge = +2
- highest occupied orbital energy (alpha / beta) (eV) = -13.3 / -13.3



2.
# C48H67N5O5PSiSr

A molecular structure, C48H67N5O5PSiSr (ωB97M-V/def2-TZVPD, the Open Molecules 2025 dataset).

XYZ file:
```
128
Properties=species:S:1:pos:R:3:forces:R:3
Sr -0.2145 0.0941 0.0550 1.870 0.662 0.563
O -3.9758 -1.8371 -0.0963 -0.115 0.007 0.136
C -2.6068 -1.5894 -0.0237 0.099 0.076 0.124
O -2.2810 -0.4593 0.5615 -1.643 -0.745 0.220
C -1.7430 -2.4994 -0.5392 0.318 -0.040 0.030
C -2.1752 -3.7876 -1.0595 -0.021 0.160 -0.023
C -1.2887 -4.7614 -1.3187 0.144 -0.082 0.013
C 0.1288 -4.4993 -1.1366 -0.033 -0.314 -0.084
C 0.4955 -3.2195 -0.8337 -0.175 0.033 -0.004
N -0.3123 -2.1847 -0.5584 -0.568 -1.081 -0.142
C 1.9460 -2.9291 -0.9505 -0.020 0.326 0.408
O 2.8607 -3.7056 -0.7916 0.104 -0.011 -0.075
O 2.1894 -1.6251 -1.2636 0.468 0.040 -0.257
H -4.3629 -0.9557 -0.0028 0.007 -0.050 -0.108
H -3.2350 -3.9504 -1.1985 -0.073 0.038 -0.034
H -1.6210 -5.7230 -1.6890 0.006 -0.049 -0.016
H 0.8885 -5.2397 -1.3369 -0.014 -0.037 -0.026
N 1.6792 -0.4496 1.7298 0.279 -0.467 0.586
C 2.2007 0.3676 2.8242 -0.181 0.288 0.028
C 2.9944 1.5798 2.3402 0.303 0.098 0.130
C 2.2304 2.6416 1.5493 -0.124 -0.085 0.121
N 1.6812 2.1340 0.2898 -0.033 0.166 -0.242
H 1.0155 -1.1333 2.1016 0.033 -0.086 0.084
H 2.4216 -0.9795 1.2875 -0.110 -0.156 0.071
H 2.8194 -0.2103 3.5224 0.047 0.025 -0.010
H 1.3446 0.7312 3.4034 0.033 -0.071 -0.040
H 3.8609 1.2475 1.7555 -0.446 0.385 0.695
H 3.3979 2.0757 3.2288 -0.001 0.025 0.016
H 2.9045 3.4947 1.3912 0.002 0.011 0.034
H 1.3950 3.0058 2.1559 0.077 -0.038 -0.054
H 2.4303 1.8295 -0.3268 -0.337 0.128 0.131
H 1.1688 2.8539 -0.2098 -0.004 0.069 0.014
N -1.5742 -0.4187 4.1837 0.013 0.127 0.121
P -1.5487 0.8468 3.0026 -0.386 0.203 0.322
C -3.3660 1.2278 3.0692 0.129 -0.019 -0.118
C -3.9301 2.4235 3.4948 0.008 0.050 0.085
C -5.3111 2.5916 3.5204 0.062 -0.003 -0.009
C -6.1460 1.5627 3.1235 0.024 -0.054 -0.033
C -5.5936 0.3549 2.7107 -0.039 0.082 0.033
C -4.2206 0.1893 2.6847 0.036 -0.098 -0.036
C -0.9083 2.2253 4.0422 0.002 -0.153 -0.097
C -0.8084 3.4757 3.4297 0.040 0.066 0.063
C -0.2753 4.5606 4.1061 -0.007 -0.062 0.049
C 0.1955 4.4033 5.4049 0.011 0.050 -0.021
C 0.1289 3.1603 6.0135 -0.055 -0.051 -0.080
C -0.4217 2.0776 5.3351 0.006 0.016 0.093
C -1.5769 -1.7680 3.8112 -0.196 0.041 0.094
C -2.3909 -2.6644 4.5093 0.035 0.010 -0.072
C -2.4085 -3.9799 4.0967 -0.055 -0.140 0.014
C -1.6394 -4.3698 3.0104 0.056 0.143 0.022
C -0.8576 -3.4067 2.3957 -0.152 0.015 0.063
N -0.8089 -2.1351 2.8004 0.286 0.109 -0.100
H -2.2513 -0.2450 4.9229 0.170 -0.035 -0.146
H -3.3053 3.2443 3.8171 0.060 0.033 -0.003
H -5.7253 3.5361 3.8478 -0.020 0.036 0.010
H -7.2192 1.6977 3.1296 -0.048 0.003 0.010
H -6.2311 -0.4600 2.3950 -0.032 -0.032 -0.016
H -3.8066 -0.7465 2.3317 0.037 0.037 0.001
H -1.1430 3.6021 2.4065 -0.080 -0.014 -0.087
H -0.2177 5.5233 3.6159 0.016 0.039 -0.010
H 0.6241 5.2446 5.9337 0.002 0.024 0.009
H 0.5042 3.0263 7.0193 0.025 0.005 0.038
H -0.4565 1.1051 5.8096 0.003 -0.003 0.006
H -3.0107 -2.3189 5.3264 -0.012 0.002 0.021
H -3.0406 -4.6945 4.6086 -0.016 -0.024 0.007
H -1.6481 -5.3789 2.6315 -0.014 -0.076 -0.027
H -0.2517 -3.6566 1.5397 0.125 -0.019 -0.153
C -1.4706 4.1694 -1.1570 0.013 0.020 -0.047
C -2.4124 3.1971 -0.4430 -0.008 -0.086 0.069
C -3.4325 3.9735 0.3818 -0.012 0.011 0.000
C -3.0379 2.2288 -1.4256 -0.002 0.094 -0.104
C -4.3924 2.2405 -1.6931 -0.052 -0.037 -0.002
C -4.9480 1.3484 -2.6060 0.049 0.016 0.059
C -4.0990 0.4988 -3.2881 -0.035 -0.048 -0.053
C -2.7183 0.4818 -3.0952 -0.138 -0.043 0.042
C -1.9136 -0.4450 -3.9947 -0.062 -0.088 -0.034
C -0.4042 -0.4305 -3.7971 0.118 0.017 -0.033
C -2.1966 -0.1124 -5.4683 0.045 -0.009 0.022
C -2.1723 1.2985 -2.0807 0.138 0.278 0.159
O -0.9225 1.2376 -1.6872 -0.492 0.979 -1.320
H -0.9798 4.8411 -0.4462 0.027 0.042 0.066
H -2.0372 4.7832 -1.8612 -0.009 0.029 -0.012
H -0.7104 3.6229 -1.7136 -0.006 -0.033 -0.022
H -1.7950 2.6050 0.2478 -0.061 -0.038 0.041
H -3.9638 4.6974 -0.2411 -0.032 0.005 -0.029
H -2.9409 4.5376 1.1775 0.062 0.043 0.038
H -4.1706 3.3188 0.8443 0.026 -0.033 0.022
H -5.0403 2.9355 -1.1739 -0.029 0.004 0.007
H -6.0158 1.3219 -2.7805 -0.025 0.010 -0.005
H -4.5253 -0.2007 -3.9999 -0.005 0.006 -0.026
H -2.2609 -1.4692 -3.8069 0.009 0.010 -0.007
H -0.0138 0.5858 -3.8581 -0.019 -0.017 -0.026
H 0.0488 -1.0187 -4.5971 0.102 -0.136 -0.070
H -0.1016 -0.8518 -2.8396 -0.020 -0.061 -0.028
H -1.8951 0.9166 -5.6763 0.027 0.047 -0.022
H -3.2476 -0.2067 -5.7328 -0.073 0.007 0.027
H -1.6272 -0.7737 -6.1249 0.027 -0.037 -0.023
C 2.8422 0.4730 -2.9244 -0.037 -0.095 0.002
Si 3.5218 -1.1202 -2.2042 -0.105 -0.120 0.099
C 4.9771 -0.6204 -1.0709 -0.080 0.082 0.077
C 4.4162 0.4467 -0.1164 0.234 -0.530 -0.437
C 5.5632 -1.7345 -0.1917 -0.057 0.095 -0.112
C 6.1030 0.0093 -1.8998 -0.004 0.024 0.103
C 3.9563 -2.3784 -3.5768 0.012 -0.028 0.103
C 4.4511 -1.6123 -4.8141 0.015 -0.067 -0.026
C 2.7205 -3.1860 -3.9880 -0.019 -0.043 -0.048
C 5.0437 -3.3825 -3.1755 -0.014 0.013 0.006
H 2.6163 0.3872 -3.9838 -0.066 -0.024 -0.094
H 3.5259 1.3094 -2.8051 0.123 0.127 -0.025
H 1.8998 0.7237 -2.4348 -0.051 0.040 0.045
H 3.5801 0.0565 0.4646 0.295 0.026 -0.423
H 4.0694 1.3384 -0.6385 0.199 0.006 -0.092
H 5.1892 0.7635 0.5913 0.133 -0.048 -0.111
H 4.7942 -2.3332 0.2884 -0.145 -0.059 0.084
H 6.1876 -1.2795 0.5844 0.042 -0.020 0.037
H 6.1930 -2.4151 -0.7557 0.043 -0.119 -0.140
H 5.7658 0.8740 -2.4716 -0.059 0.064 -0.044
H 6.5460 -0.6962 -2.5981 0.057 -0.142 -0.081
H 6.9020 0.3506 -1.2339 0.038 0.033 0.040
H 3.6741 -0.9940 -5.2581 -0.090 0.033 -0.019
H 4.7640 -2.3355 -5.5739 0.020 -0.017 -0.023
H 5.3060 -0.9699 -4.6040 0.099 0.065 0.059
H 1.8809 -2.5555 -4.2614 -0.204 0.193 -0.071
H 2.3779 -3.8627 -3.2084 0.038 -0.024 0.033
H 2.9769 -3.7967 -4.8603 -0.013 -0.001 -0.047
H 6.0106 -2.9084 -3.0196 0.134 0.110 0.033
H 5.1670 -4.1051 -3.9888 0.022 -0.032 -0.029
H 4.7782 -3.9302 -2.2751 -0.054 -0.027 0.073
```
Positions in Å, forces in eV/Å.

Summary:
- LUMO (hartree) = 0.080
- charge = -1
- highest occupied orbital energy (eV) = -1.8



ΔE to the lowest compared entry with this formula, charge and spin / kcal per mole: 0.0 37.7
Calculated total energy / a.u.: -2894.68961 -3181.05388